Molecular formula: C42H105BF4N7NaO14
Method: DFT, ωB97M-V/def2-TZVPD

Last column: Löwdin spin population.
Element x y z (Å)
Na1 25.07 5.73 -10.87  0.00
B1 24.35 3.63 -8.97  0.00
F1 23.64 2.65 -8.36  0.00
F2 24.48 3.36 -10.33  0.00
F3 23.75 4.81 -8.85  0.00
F4 25.60 3.67 -8.44  0.00
C1 32.12 2.03 -14.76  0.00
O1 30.92 2.53 -14.22  0.00
C2 31.14 3.10 -12.93  0.00
C3 29.98 4.10 -12.70  0.00
N1 28.63 3.53 -12.96  0.00
C4 28.17 2.76 -11.79  0.00
C5 27.11 1.69 -12.19  0.00
O2 27.39 1.10 -13.49  0.00
C6 28.47 0.14 -13.46  0.00
H1 32.81 2.82 -15.04  0.00
H2 31.84 1.38 -15.59  0.00
H3 32.66 1.42 -14.03  0.00
H4 32.07 3.63 -12.74  0.00
H5 31.15 2.25 -12.25  0.00
H6 30.00 5.04 -13.25  0.00
H7 29.97 4.43 -11.66  0.00
H8 28.71 2.82 -13.67  0.00
H9 27.70 3.45 -11.09  0.00
H10 29.02 2.24 -11.35  0.00
H11 26.16 2.21 -12.30  0.00
H12 26.99 0.90 -11.44  0.00
H13 28.71 -0.13 -14.49  0.00
H14 28.16 -0.76 -12.93  0.00
H15 29.35 0.54 -12.95  0.00
C7 23.44 -0.40 -10.50  0.00
O3 22.49 -1.11 -11.23  0.00
C8 22.57 -2.56 -10.99  0.00
C9 22.17 -2.87 -9.52  0.00
N2 22.40 -4.34 -9.22  0.00
C10 21.97 -4.73 -7.89  0.00
C11 21.51 -6.16 -7.88  0.00
O4 20.86 -6.46 -6.64  0.00
C12 20.74 -7.83 -6.39  0.00
H16 24.35 -0.96 -10.32  0.00
H17 23.08 0.01 -9.56  0.00
H18 23.85 0.39 -11.14  0.00
H19 23.63 -2.82 -11.11  0.00
H20 21.95 -3.17 -11.64  0.00
H21 21.13 -2.59 -9.35  0.00
H22 22.78 -2.30 -8.83  0.00
H23 23.35 -4.66 -9.32  0.00
H24 21.12 -4.20 -7.46  0.00
H25 22.66 -4.67 -7.05  0.00
H26 22.42 -6.76 -8.01  0.00
H27 20.81 -6.33 -8.70  0.00
H28 21.61 -8.46 -6.63  0.00
H29 19.90 -8.24 -6.95  0.00
H30 20.55 -7.93 -5.32  0.00
C13 24.02 11.78 -12.07  0.00
O5 24.20 10.40 -11.92  0.00
C14 23.05 9.64 -12.15  0.00
C15 23.50 8.18 -12.08  0.00
N3 23.91 7.83 -10.71  0.00
C16 22.77 7.70 -9.72  0.00
C17 23.22 8.00 -8.28  0.00
O6 24.04 9.25 -8.30  0.00
C18 24.39 9.55 -6.93  0.00
H31 23.12 12.16 -11.59  0.00
H32 24.04 12.03 -13.13  0.00
H33 24.84 12.35 -11.64  0.00
H34 22.71 9.71 -13.18  0.00
H35 22.23 9.88 -11.47  0.00
H36 24.30 8.06 -12.80  0.00
H37 22.64 7.56 -12.32  0.00
H38 24.36 8.67 -10.38  0.00
H39 22.47 6.65 -9.76  0.00
H40 21.90 8.28 -10.02  0.00
H41 23.77 7.15 -7.87  0.00
H42 22.36 8.16 -7.63  0.00
H43 24.76 10.57 -6.91  0.00
H44 25.14 8.88 -6.49  0.00
H45 23.56 9.41 -6.24  0.00
C19 18.15 3.60 1.30  0.00
O7 18.37 2.60 0.32  0.02
C20 19.66 2.75 -0.27  0.03
C21 19.63 3.66 -1.50  0.08
N4 20.78 3.44 -2.35  0.62
C22 20.64 4.04 -3.68  0.08
C23 21.74 3.61 -4.66  0.02
O8 22.75 4.55 -4.70  0.02
C24 23.60 4.34 -5.83  0.00
H46 18.81 3.43 2.15  0.00
H47 17.15 3.55 1.72  0.00
H48 18.23 4.64 0.97  0.00
H49 19.84 1.74 -0.63  0.00
H50 20.42 3.00 0.47  0.00
H51 19.69 4.68 -1.11  0.04
H52 18.68 3.44 -1.98  0.00
H53 21.56 3.83 -1.82  0.02
H54 20.76 5.12 -3.55  0.04
H55 19.68 3.94 -4.19  0.00
H56 21.22 3.52 -5.62  0.01
H57 22.13 2.62 -4.44  0.00
H58 24.45 5.01 -5.80  0.00
H59 23.04 4.51 -6.75  0.00
H60 24.02 3.33 -5.87  0.00
C25 29.65 -3.59 -14.69  0.00
O9 29.36 -3.18 -13.37  0.00
C26 30.60 -3.10 -12.62  0.00
C27 30.30 -3.17 -11.15  0.00
N5 29.53 -1.93 -10.77  0.00
C28 29.16 -1.99 -9.36  0.00
C29 28.50 -0.70 -8.90  0.00
O10 27.13 -0.71 -9.15  0.00
C30 26.49 0.47 -8.79  0.00
H61 28.73 -3.74 -15.26  0.00
H62 30.16 -4.55 -14.75  0.00
H63 30.14 -2.80 -15.25  0.00
H64 31.02 -2.15 -12.92  0.00
H65 31.32 -3.85 -12.94  0.00
H66 31.24 -3.18 -10.59  0.00
H67 29.81 -4.11 -10.89  0.00
H68 28.65 -1.84 -11.25  0.00
H69 30.09 -2.11 -8.79  0.00
H70 28.49 -2.83 -9.15  0.00
H71 28.99 0.12 -9.43  0.00
H72 28.77 -0.67 -7.84  0.00
H73 25.40 0.46 -8.90  0.00
H74 26.78 1.33 -9.38  0.00
H75 26.69 0.71 -7.74  0.00
C31 20.70 3.91 -10.63  0.00
O11 20.05 3.39 -11.76  0.00
C32 20.19 2.01 -11.93  0.00
C33 19.20 1.53 -13.04  0.00
N6 17.81 1.81 -12.60  0.00
C34 16.73 1.56 -13.62  0.00
C35 15.29 2.03 -13.32  0.00
O12 15.08 3.43 -13.64  0.00
C36 13.74 3.79 -13.34  0.00
H76 20.04 3.77 -9.77  0.00
H77 20.92 4.97 -10.80  0.00
H78 21.65 3.43 -10.42  0.00
H79 20.06 1.40 -11.04  0.00
H80 21.21 1.77 -12.22  0.00
H81 19.27 0.47 -13.25  0.00
H82 19.47 2.06 -13.96  0.00
H83 17.83 2.77 -12.30  0.00
H84 16.68 0.49 -13.81  0.00
H85 17.10 2.08 -14.51  0.00
H86 14.89 1.79 -12.33  0.00
H87 14.67 1.37 -13.93  0.00
H88 13.06 3.04 -13.75  0.00
H89 13.43 4.77 -13.69  0.00
H90 13.60 3.77 -12.26  0.00
C37 26.96 6.63 -7.96  0.00
O13 26.82 6.66 -9.35  0.00
C38 28.06 6.89 -10.07  0.00
C39 27.97 7.13 -11.63  0.00
N7 27.19 5.98 -12.24  0.00
C40 26.70 6.21 -13.57  0.00
C41 25.67 5.09 -13.98  0.00
O14 24.52 5.05 -13.16  0.00
C42 23.54 4.07 -13.54  0.00
H91 27.56 7.44 -7.54  0.00
H92 27.35 5.66 -7.65  0.00
H93 26.00 6.59 -7.45  0.00
H94 28.69 6.04 -9.80  0.00
H95 28.49 7.83 -9.73  0.00
H96 29.01 7.18 -11.95  0.00
H97 27.46 8.09 -11.74  0.00
H98 27.77 5.17 -12.41  0.00
H99 27.49 6.21 -14.32  0.00
H100 26.12 7.13 -13.63  0.00
H101 26.24 4.15 -13.96  0.00
H102 25.46 5.16 -15.04  0.00
H103 22.81 3.97 -12.74  0.00
H104 23.91 3.06 -13.71  0.00
H105 23.04 4.50 -14.41  0.00

## Properties
Total charge: +1
Max |F| (hartree/bohr): 0.0776
<S²>: 0.7544
Total energy (eV): -100304.533
Multiplicity: 2
ΔE to the lowest compared entry with this formula, charge and spin (eV): 0.0000
HOMO (spin up / spin down) (eV): -9.52 / -9.52
Frontier orbital gap (spin up / spin down) (hartree): 0.2530 / 0.0640